Computed, not measured: a structure of composition C3H10NS2, with ωB97M-V/def2-TZVPD.

ORCA input file:
```
! RIJCOSX wB97M-V def2-TZVPD def2/J DEFGRID3
* xyz 1 1
C 1.26 -1.53 0.12
C 0.51 -0.24 0.44
C -0.30 0.27 -0.70
N -0.82 1.62 -0.51
S -3.30 0.32 0.65
S -2.47 -0.78 -0.79
H 1.87 -1.82 0.96
H 1.91 -1.39 -0.74
H 0.56 -2.34 -0.10
H 1.26 0.53 0.69
H -0.10 -0.37 1.33
H 0.02 0.03 -1.70
H -1.15 2.02 -1.40
H -1.66 1.55 0.14
H -0.14 2.26 -0.09
H -3.02 -0.42 1.75
*
```

These are the Löwdin partial charges, in e, on atoms 1 to 4: C -0.078; C -0.272; C -0.303; N 0.084


Computed, not measured: a cluster of 2 separate species, C21H26N2O5S2 in total, with ωB97M-V/def2-TZVPD.

ORCA input file:
```
! RIJCOSX wB97M-V def2-TZVPD def2/J DEFGRID3
* xyz 0 1
O -2.79 -1.11 -2.30
C -2.93 -1.56 -1.28
N -2.01 -1.83 -0.37
C -0.72 -1.87 -0.45
C -0.04 -2.33 0.59
C 1.26 -2.21 0.78
C 1.90 -1.90 -0.26
C 1.27 -1.44 -1.70
C -0.15 -1.46 -1.68
H -0.61 -1.29 -2.48
H 1.78 -1.01 -2.45
S 3.67 -1.61 -0.54
O 4.30 -2.80 0.44
O 4.23 -1.74 -1.76
N 4.12 -0.19 -0.05
C 4.00 0.88 -0.74
H 4.99 1.38 -0.67
C 2.77 1.72 -0.65
H 3.00 2.72 -1.49
C 2.57 2.35 0.80
H 3.45 2.81 0.94
C 2.10 1.30 1.83
C 3.39 0.64 2.43
H 3.75 1.25 3.29
C 4.53 0.26 1.19
H 5.39 0.88 1.39
H 4.99 -1.02 1.80
H 3.05 -0.19 2.87
H 1.49 1.59 2.57
H 1.67 0.40 1.22
H 1.80 3.15 0.60
H 1.91 1.15 -1.15
H 4.15 0.51 -1.84
H 1.87 -2.52 1.58
H -0.63 -2.49 1.64
H -2.50 -1.92 0.62
C -4.48 -1.79 -1.00
H -5.21 -1.34 -1.27
H -4.72 -2.83 -0.73
S -5.05 -1.02 0.92
O -6.18 -1.67 1.30
O -4.02 -1.48 1.97
C -5.05 0.63 0.72
C -3.77 0.99 0.01
C -2.59 1.10 0.55
C -1.17 1.34 -0.06
C -1.31 1.76 -1.31
C -2.49 1.83 -1.94
C -3.75 1.70 -1.42
H -4.86 1.75 -1.77
H -2.65 2.38 -3.05
H -0.47 2.19 -1.92
H -0.19 1.39 0.35
H -2.37 0.58 1.73
H -4.88 0.96 1.84
H -5.82 1.02 0.37
*
```

These are the Löwdin partial charges, in e, on atoms 1 to 4: O 0.164; C -0.558; N 0.136; C -0.301


Asked for maximum force across the records above, the calculation gives 2.83, 14.65 eV Å⁻¹ in order.
Asked for relative energy (zero: lowest compared OMol25 entry of this formula, charge and spin) across the records above, the calculation gives 32.9, 454.8 kcal/mol in order.